{
  "formula": "C3H11NO",
  "method": "ωB97M-V/def2-TZVPD",
  "symbols": ["C", "N", "H", "H", "H", "H", "H", "H", "C", "O", "C", "H", "H", "H", "H", "H"],
  "positions_angstrom": [[0.981547, -0.862190, -1.124541], [1.046662, 1.959383, 1.441716], [0.528719, -1.591191, -1.802888], [1.813957, -0.424334, -1.663310], [1.279906, -1.322806, -0.198341], [2.023266, 2.134179, 1.714405], [1.056811, 1.231011, 0.732177], [0.818294, 2.847717, 1.012557], [-1.199939, -0.076108, -0.181708], [0.042849, 0.188845, -0.941192], [-1.148871, -1.392376, 0.625076], [-1.847609, -0.183749, -1.054935], [-1.560261, 0.756478, 0.415660], [-1.934411, -1.338859, 1.383277], [-0.212388, -1.505885, 1.149598], [-1.416348, -2.205073, -0.041958]],
  "forces_ev_per_angstrom": [[-1.3, 0.4, -0.8], [1.0, 0.4, 0.5], [0.2, -0.4, 0.1], [0.3, 0.1, 0.2], [0.4, -0.2, 0.2], [-0.5, -0.5, 0.0], [-0.1, 0.3, -0.2], [-0.5, -0.2, -0.4], [0.8, -1.6, -1.7], [0.1, 0.9, 1.5], [-1.1, 1.2, -0.2], [-0.9, -0.1, 0.6], [0.8, 0.4, 0.0], [0.0, -0.1, 0.0], [0.2, -0.2, 0.0], [0.5, -0.4, 0.2]],
  "lowdin_charge": [-0.123, 0.015, 0.089, 0.087, 0.067, 0.012, -0.021, 0.005, -0.216, -0.255, -0.084, 0.108, 0.103, 0.076, 0.063, 0.073],
  "molar_mass_g_mol": 77.1,
  "max_force_ev_per_a": 2.49,
  "spin_multiplicity": 1,
  "smiles": "CCOC.N",
  "homo_ha": -0.350,
  "orbital_gap_ev": 10.557,
  "e_above_lowest_kj_mol": 129.3,
  "e_lumo_ev": 1.04
}


{
  "formula": "C25H16BNO7",
  "method": "ωB97M-V/def2-TZVPD",
  "symbols": ["O", "C", "C", "C", "C", "C", "C", "N", "C", "C", "C", "O", "C", "C", "O", "B", "O", "O", "H", "H", "H", "H", "H", "H", "H", "H", "C", "C", "C", "C", "C", "C", "C", "O", "C", "C", "C", "C", "C", "C", "C", "O", "H", "H", "H", "H", "H", "H", "H", "H"],
  "positions_angstrom": [[-1.662615, -0.062567, 0.349052], [-1.756793, 0.921090, -0.348549], [-2.910916, 1.876916, -0.301651], [-3.342245, 2.425892, -1.434263], [-4.443415, 3.395070, -1.484187], [-4.843554, 3.985835, -2.647604], [-5.847227, 4.909174, -2.714369], [-6.498579, 5.305426, -1.633276], [-6.112775, 4.728599, -0.511657], [-5.134320, 3.796785, -0.353747], [-2.599627, 1.982757, -2.683027], [-3.157679, 1.725326, -3.726946], [-1.117842, 1.837385, -2.493931], [-0.686763, 1.302874, -1.359887], [0.623674, 1.091844, -1.071498], [1.179905, 2.282973, -0.581282], [0.999695, 2.677476, 0.740819], [1.916957, 3.104371, -1.419119], [-3.334245, 2.111927, 0.663265], [-4.347875, 3.702130, -3.565866], [-6.119919, 5.350805, -3.661024], [-6.637658, 5.036146, 0.387607], [-4.912490, 3.403718, 0.624117], [-0.451499, 2.164928, -3.280509], [0.184976, 3.192980, 0.772502], [1.356947, 3.844405, -1.674045], [-0.243553, -3.119088, -0.638489], [-0.195350, -4.459533, -0.270310], [0.828908, -4.922115, 0.539298], [1.816292, -4.048247, 0.975042], [1.779764, -2.706688, 0.585491], [0.741649, -2.244586, -0.212576], [2.853207, -1.762652, 1.001664], [2.822512, -0.595533, 0.668141], [3.973224, -2.286886, 1.831923], [5.013896, -1.437150, 2.185532], [6.055169, -1.906814, 2.967664], [6.057734, -3.226583, 3.408093], [5.025957, -4.079195, 3.054484], [3.985523, -3.616336, 2.258733], [2.900632, -4.555351, 1.859058], [2.904770, -5.707362, 2.241670], [-1.050270, -2.757751, -1.262967], [-0.960396, -5.143543, -0.614140], [0.864563, -5.962773, 0.830970], [0.707229, -1.204685, -0.500958], [5.009359, -0.410601, 1.845609], [6.867215, -1.244427, 3.237868], [6.869207, -3.589923, 4.025095], [5.028639, -5.106441, 3.392180]],
  "forces_ev_per_angstrom": [[0.0, 0.6, -0.2], [0.3, -0.3, 0.5], [0.5, -0.3, 0.0], [0.2, -0.1, -0.1], [-0.1, -0.3, 0.5], [1.0, -0.5, -2.0], [-0.4, 0.5, 0.2], [-0.2, 0.2, -0.5], [-1.0, 0.6, 1.5], [0.7, -0.6, 0.0], [-0.1, 0.0, -0.2], [0.3, 0.3, 0.4], [-0.4, 0.3, -0.4], [-0.3, -0.1, 0.1], [-0.2, 0.0, 0.1], [1.0, 0.4, 0.5], [-0.7, -0.2, -0.7], [-0.6, -0.6, -0.2], [-0.1, -0.3, 0.1], [-0.1, 0.0, -0.1], [-0.1, 0.1, -0.1], [-0.1, 0.1, -0.1], [-0.1, 0.0, 0.1], [0.0, -0.3, -0.2], [0.1, 0.1, 0.6], [0.4, 0.4, 0.0], [0.0, -0.1, 0.0], [0.0, 0.1, 0.0], [-0.1, -0.1, -0.1], [0.0, 0.1, 0.0], [0.1, -0.1, 0.1], [-0.1, 0.0, -0.1], [-0.1, 0.3, -0.1], [0.0, 0.0, 0.0], [0.0, -0.1, 0.0], [0.1, 0.1, 0.1], [0.0, -0.1, 0.0], [0.0, 0.1, 0.0], [0.2, 0.0, 0.1], [0.0, 0.1, -0.1], [0.0, -0.3, 0.1], [0.0, 0.0, 0.0], [0.0, 0.0, 0.0], [0.0, 0.0, 0.0], [0.1, 0.0, 0.1], [0.1, 0.0, 0.1], [-0.1, 0.0, 0.0], [0.0, 0.0, 0.0], [0.0, 0.0, 0.0], [-0.1, 0.0, -0.1]],
  "lowdin_charge": [0.155, -0.276, 0.082, -0.071, -0.162, -0.018, -0.125, 0.079, -0.156, -0.013, -0.302, 0.129, 0.109, -0.196, 0.170, -0.738, 0.192, 0.191, 0.124, 0.110, 0.112, 0.111, 0.107, 0.147, 0.111, 0.111, -0.050, -0.055, -0.004, -0.084, -0.072, 0.006, -0.265, 0.116, -0.080, -0.002, -0.059, -0.059, -0.003, -0.082, -0.278, 0.104, 0.108, 0.107, 0.119, 0.097, 0.120, 0.106, 0.106, 0.120],
  "molar_mass_g_mol": 453.2,
  "max_force_ev_per_a": 2.28,
  "spin_multiplicity": 1,
  "smiles": "O=C1C=C(c2ccncc2)C(=O)C=C1OB(O)O.O=C1c2ccccc2C(=O)c2ccccc21",
  "homo_ha": -0.353,
  "orbital_gap_ev": 8.029,
  "e_lumo_ev": -1.58
}